Entry from the Open Molecules 2025 dataset: a 2-piece molecular cluster, C10H16N3O overall at a distorted geometry (ωB97M-V with the def2-TZVPD basis set).

The geometry in ORCA input format:
```
! wB97M-V def2-TZVPD RIJCOSX def2/J DEFGRID3
* xyz 1 3
C -3.583 -1.052 -0.388
C -2.676 -2.135 -0.508
C -3.063 0.162 0.068
C -1.794 0.328 0.569
C -0.954 -0.760 0.363
C 1.901 -0.668 1.111
C 1.870 -0.599 -1.425
C 1.827 1.425 0.082
C 3.920 0.062 0.090
C 2.449 -0.090 -0.069
N -1.347 -1.896 -0.180
N -3.866 1.338 0.205
N -1.445 1.528 1.200
O 1.902 -1.071 2.188
H -4.634 -1.010 -0.624
H -2.936 -3.053 -1.022
H 2.408 -1.611 -1.561
H 0.757 -0.567 -1.226
H 2.299 0.111 -2.153
H 0.769 1.330 -0.302
H 2.470 2.021 -0.391
H 1.883 1.570 1.188
H 4.302 0.557 0.980
H 4.513 -0.840 -0.058
H 4.486 0.735 -0.709
H -0.663 -2.539 -0.568
H -4.656 1.269 -0.353
H -3.234 2.014 -0.002
H -2.283 2.010 1.598
H -0.622 1.429 1.894
*
```

Summary:
* LUMO level (spin up / spin down): -4.03 / -5.82 eV
* strongest force on any atom: 0.1188 hartree/bohr
* expectation value of S²: 2.015
* orbital gap (spin up / spin down): 4.85 / 7.20 eV



Entry from the Open Molecules 2025 dataset: C10H16NO as an isolated structure at a distorted geometry (ωB97M-V with the def2-TZVPD basis set).

The geometry in ORCA input format:
```
! wB97M-V def2-TZVPD RIJCOSX def2/J DEFGRID3
* xyz 1 1
C 2.521 1.301 -0.322
C 1.630 2.100 0.244
C 2.059 0.049 0.429
C 1.001 1.014 1.135
C 0.894 -0.870 -0.060
C -0.102 0.066 0.642
C 1.010 -2.280 0.498
C 0.775 -0.896 -1.579
C -1.085 -0.703 2.169
C -1.761 1.915 0.354
N -1.145 0.686 -0.194
O 1.972 0.278 1.766
H 3.326 1.401 -1.020
H 1.410 3.150 0.215
H 1.147 -2.253 1.574
H 1.869 -2.777 0.058
H 0.119 -2.856 0.258
H -0.146 -1.386 -1.889
H 1.600 -1.478 -1.982
H 0.842 0.096 -2.028
H -1.929 -0.057 2.331
H -0.370 -0.675 2.974
H -1.343 -1.700 1.856
H -0.989 2.593 0.707
H -2.350 2.406 -0.418
H -2.410 1.676 1.193
H -0.727 0.899 -1.111
H -1.879 -0.015 -0.348
*
```

Summary:
* LUMO level: -3.15 eV
* strongest force on any atom: 0.0928 hartree/bohr
* orbital gap: 8.94 eV



Entry from the Open Molecules 2025 dataset: a 2-piece molecular cluster, C10H16O overall at a distorted geometry (ωB97M-V with the def2-TZVPD basis set).

The geometry in ORCA input format:
```
! wB97M-V def2-TZVPD RIJCOSX def2/J DEFGRID3
* xyz -1 2
C 1.950 -3.995 0.451
C 0.491 -3.817 0.933
H 2.419 -4.939 0.750
H 1.941 -4.150 -0.626
H 2.553 -3.154 0.752
H -0.135 -4.270 0.168
H 0.230 -4.359 1.840
H 0.328 -2.752 1.067
C -1.368 3.132 0.809
C -0.259 4.161 0.945
C -0.894 1.858 0.076
C -1.905 1.192 -0.633
C 0.403 1.394 0.076
C -1.549 0.033 -1.423
C 0.840 0.353 -0.849
C -0.203 -0.273 -1.506
O 0.027 -1.316 -2.444
H -1.759 2.748 1.714
H -2.123 3.580 0.164
H 0.431 3.867 1.750
H -2.933 1.527 -0.704
H 1.105 1.877 0.753
H -2.248 -0.604 -1.946
H 1.823 -0.087 -0.825
H 0.978 -1.343 -2.569
H -0.543 5.178 1.204
H 0.400 4.159 0.073
*
```

Summary:
* LUMO level (spin up / spin down): 3.53 / 3.50 eV
* strongest force on any atom: 0.0416 hartree/bohr
* expectation value of S²: 0.762
* orbital gap (spin up / spin down): 2.88 / 7.01 eV



Entry from the Open Molecules 2025 dataset: a 2-piece molecular cluster, C10H16O overall at a distorted geometry (ωB97M-V with the def2-TZVPD basis set).

The geometry in ORCA input format:
```
! wB97M-V def2-TZVPD RIJCOSX def2/J DEFGRID3
* xyz 0 1
C 2.807 -0.058 -2.951
C 1.807 0.612 -2.020
C 0.502 0.237 -1.848
C -0.316 0.907 -0.889
C 0.340 1.720 0.038
O -0.484 2.156 1.033
C 1.642 2.171 -0.153
C 2.374 1.554 -1.151
H 3.447 0.762 -3.304
H 2.455 -0.665 -3.775
H 3.332 -0.803 -2.333
H 0.057 -0.628 -2.299
H -1.367 0.768 -0.706
H -0.127 2.818 1.625
H 2.142 2.891 0.446
H 3.442 1.708 -1.212
C -2.446 -1.274 2.939
C -1.858 -0.885 1.581
C -1.580 -2.110 0.675
H -1.733 -1.522 3.705
H -3.223 -2.054 2.933
H -3.029 -0.437 3.345
H -2.543 -0.165 1.119
H -0.939 -0.359 1.843
H -0.535 -2.330 0.540
H -2.097 -2.968 1.120
H -2.067 -2.045 -0.303
*
```

Summary:
* SMILES string: Cc1ccc(O)cc1.CCC
* LUMO level: 0.81 eV
* strongest force on any atom: 0.0455 hartree/bohr
* orbital gap: 9.13 eV